Entry 1:
Formula: C31H37NNiO2PSSi2
Source: OMol25
Level of theory: ωB97M-V/def2-TZVPD

Properties
* E_HOMO (spin up / spin down): 0.45 / 0.14 eV
* E: -115255.2811 eV
* LUMO energy (spin up / spin down): 4.613 / 4.612 eV
* energy relative to the best compared isomer or geometry (same formula, charge and spin): 3.4 kcal per mole
* net charge: -2
* 2S+1: 2

The geometry in XYZ format:
```
76
Properties=species:S:1:pos:R:3:forces:R:3
Ni 0.5463 0.3407 -1.3490 0.249 0.006 0.661
O 3.3468 0.4280 -1.9259 0.221 0.090 -0.051
C 2.4834 0.5255 -1.0515 0.314 -0.038 -0.465
C 3.0500 0.8843 0.3358 -0.155 -0.075 0.228
C 4.4072 0.9527 0.6137 0.302 -0.071 -0.068
C 4.8597 1.1742 1.9012 0.138 0.036 0.028
C 3.9493 1.3262 2.9458 0.073 -0.043 -0.083
C 2.5960 1.2755 2.6709 -0.320 0.043 0.050
C 2.1412 1.0696 1.3656 -0.049 0.140 0.245
P 0.3740 1.0741 0.8607 -0.369 -0.271 -0.310
C -0.3663 0.3606 2.4050 0.253 -0.003 -0.157
C -1.0704 1.0332 3.3981 -0.063 0.038 0.045
C -1.6208 0.3394 4.4724 0.033 -0.008 -0.062
C -1.4687 -1.0359 4.5669 -0.004 -0.049 0.020
C -0.7671 -1.7208 3.5773 -0.016 0.064 0.012
C -0.2290 -1.0295 2.5063 -0.016 -0.003 0.047
C -0.0997 2.8378 1.0552 0.050 -0.028 0.090
C 0.7574 3.8689 1.4265 -0.010 -0.041 -0.025
C 0.3134 5.1859 1.4472 0.030 0.013 0.005
C -0.9942 5.4899 1.1033 -0.075 -0.001 -0.010
C -1.8596 4.4679 0.7236 0.059 0.042 0.029
C -1.4098 3.1597 0.6911 -0.005 0.003 -0.017
H 5.0951 0.8068 -0.2138 -0.034 -0.017 -0.012
H 5.9259 1.2204 2.1037 -0.005 -0.008 0.007
H 4.2957 1.4737 3.9625 0.008 0.020 0.012
H 1.8754 1.3966 3.4739 0.005 -0.004 0.007
H -1.1926 2.1091 3.3388 0.011 -0.009 -0.016
H -2.1648 0.8826 5.2376 -0.011 -0.016 0.008
H -1.9009 -1.5765 5.4014 -0.002 0.000 0.005
H -0.6530 -2.7973 3.6286 -0.012 -0.007 0.027
H 0.2942 -1.5623 1.7161 -0.022 0.015 -0.037
H 1.7840 3.6379 1.6827 0.004 0.035 0.007
H 1.0002 5.9778 1.7245 -0.004 0.009 0.002
H -1.3376 6.5180 1.1136 0.006 0.010 -0.007
H -2.8762 4.6930 0.4247 -0.017 0.018 -0.005
H -2.0708 2.3682 0.3517 0.001 -0.022 -0.009
O -1.2927 0.3736 -2.4145 -0.020 0.153 -0.160
N -1.7989 1.5355 -2.7585 0.042 -0.237 0.083
C -3.1211 1.5629 -3.0409 0.082 -0.011 0.054
C -3.7736 2.7067 -3.4165 0.152 0.112 0.005
C -3.0170 3.8872 -3.5034 -0.208 -0.046 -0.025
C -1.6795 3.8532 -3.2214 0.237 -0.134 0.123
C -0.9953 2.6641 -2.8377 -0.503 0.158 -0.132
S 0.6389 2.5425 -2.4928 0.026 0.072 -0.157
H -3.5903 0.5957 -2.9352 -0.014 0.013 -0.013
H -4.8324 2.6711 -3.6285 -0.009 0.028 -0.007
H -3.4885 4.8210 -3.7887 0.011 -0.003 -0.003
H -1.0714 4.7464 -3.2729 -0.017 -0.004 -0.004
C 1.5027 -4.3860 0.3780 -0.002 0.023 -0.064
Si 1.6602 -3.2431 -1.1507 -0.184 0.059 0.169
C 3.4393 -2.6417 -0.9756 0.007 0.037 -0.066
C 1.7664 -4.4429 -2.6310 0.036 -0.056 0.043
C 0.3430 -2.0185 -1.3519 -0.355 -0.056 -0.098
Si -1.4041 -2.4568 -1.0745 0.028 0.056 -0.011
C -1.7371 -3.9909 0.0167 0.038 -0.001 -0.052
C -2.2843 -2.8989 -2.7008 0.007 -0.040 -0.024
C -2.5847 -1.1953 -0.2562 -0.003 -0.059 -0.003
H 2.5024 -4.7408 0.6459 0.015 -0.029 0.024
H 0.8775 -5.2598 0.1904 -0.058 -0.025 -0.013
H 1.0903 -3.8690 1.2464 -0.004 0.059 0.043
H 4.0839 -3.5224 -0.8726 0.065 0.022 -0.005
H 3.5707 -2.0078 -0.0962 -0.007 -0.003 0.057
H 3.7605 -2.0544 -1.8348 0.030 0.041 -0.042
H 2.5342 -5.2118 -2.4943 0.034 -0.034 -0.005
H 2.0072 -3.8810 -3.5371 -0.006 0.018 -0.040
H 0.8046 -4.9367 -2.7916 -0.035 -0.023 -0.007
H 0.3944 -1.7064 -2.4127 0.047 0.044 0.041
H -1.2980 -4.9042 -0.3877 0.032 -0.043 -0.035
H -2.8222 -4.1258 0.0629 -0.038 -0.030 0.018
H -1.3750 -3.8697 1.0390 0.034 0.026 0.069
H -1.7743 -3.7347 -3.1886 -0.011 -0.022 -0.023
H -2.2412 -2.0382 -3.3714 0.007 0.042 -0.025
H -3.3334 -3.1731 -2.5466 -0.049 0.003 0.008
H -2.0363 -0.4426 0.3060 0.068 0.063 0.055
H -3.2754 -1.6994 0.4280 -0.038 -0.006 0.013
H -3.1634 -0.6637 -1.0140 -0.002 -0.031 0.006
```
Positions in Å, forces in eV/Å.

Results of the Mulliken charge analysis, in e, for atoms 1 through 8: Ni 0.1114; O -0.7465; C -0.3932; C -0.1337; C -0.4470; C -0.5246; C -0.6190; C -0.2654

Entry 2:
Formula: C31H37NNiO2PSSi2
Source: OMol25
Level of theory: ωB97M-V/def2-TZVPD

Properties
* E_HOMO (spin up / spin down): 0.87 / -0.51 eV
* E: -115254.6997 eV
* LUMO energy (spin up / spin down): 4.586 / 4.586 eV
* energy relative to the best compared isomer or geometry (same formula, charge and spin): 16.8 kcal per mole
* net charge: -2
* 2S+1: 2

The geometry in XYZ format:
```
76
Properties=species:S:1:pos:R:3:forces:R:3
Ni -0.5367 -0.6613 0.3003 1.291 0.568 -0.497
O -1.0639 -1.4888 2.4891 0.576 -0.225 1.021
C -0.0163 -0.9528 2.0863 -1.614 0.364 -0.570
C 1.1192 -0.4100 2.7358 0.113 -0.217 -0.099
C 1.2771 -0.1806 4.1449 0.078 -0.064 -0.104
C 2.4506 0.3422 4.6250 0.006 -0.004 -0.152
C 3.5409 0.6394 3.7669 -0.075 -0.046 -0.057
C 3.4082 0.3882 2.3849 0.015 0.008 0.097
C 2.2299 -0.0980 1.8695 -0.102 0.070 0.103
P 1.8042 -0.6946 0.2078 -0.271 -0.427 0.248
C 2.5594 -2.3895 0.3554 0.081 0.066 0.043
C 1.7359 -3.4955 0.5222 -0.008 -0.087 -0.008
C 2.2784 -4.7656 0.7221 -0.087 0.113 -0.022
C 3.6512 -4.9400 0.7618 0.022 0.040 0.001
C 4.4868 -3.8360 0.6124 -0.036 0.052 -0.016
C 3.9416 -2.5748 0.4185 0.085 -0.049 -0.061
C 3.0104 0.0225 -0.9854 -0.383 -0.017 -0.265
C 3.1319 -0.6305 -2.2170 0.106 -0.048 -0.032
C 3.8930 -0.0967 -3.2472 -0.080 -0.095 0.094
C 4.5434 1.1190 -3.0740 -0.027 -0.024 -0.002
C 4.4049 1.7921 -1.8723 -0.032 -0.027 0.164
C 3.6329 1.2551 -0.8431 0.277 0.181 0.044
H 0.4501 -0.4088 4.8081 0.023 -0.007 -0.025
H 2.5518 0.5354 5.6896 -0.012 -0.003 -0.003
H 4.4626 1.0454 4.1658 -0.005 -0.006 -0.008
H 4.2602 0.5656 1.7346 -0.027 0.007 0.008
H 0.6645 -3.3540 0.4865 -0.018 -0.024 -0.001
H 1.6163 -5.6159 0.8422 0.002 0.038 0.005
H 4.0730 -5.9280 0.9139 0.001 0.023 -0.001
H 5.5635 -3.9611 0.6536 -0.011 0.022 0.002
H 4.5985 -1.7171 0.3168 -0.007 -0.028 0.004
H 2.6114 -1.5713 -2.3612 0.005 0.002 -0.037
H 3.9689 -0.6234 -4.1912 -0.010 -0.023 0.004
H 5.1368 1.5425 -3.8757 0.009 0.005 -0.005
H 4.8956 2.7476 -1.7288 -0.027 0.024 0.016
H 3.5103 1.8121 0.0760 0.026 -0.014 -0.036
O -0.9688 -0.3031 -1.7399 0.061 0.041 -0.068
N -1.9143 -0.9193 -2.3954 0.001 -0.086 0.075
C -2.4794 -0.2653 -3.4325 0.043 0.039 -0.058
C -3.4634 -0.8205 -4.2068 -0.012 0.014 -0.074
C -3.8939 -2.1125 -3.8989 -0.024 -0.051 -0.020
C -3.3191 -2.7730 -2.8442 0.085 0.015 0.131
C -2.2997 -2.1996 -2.0422 -0.034 -0.076 0.040
S -1.5745 -2.9677 -0.7187 -0.029 0.072 -0.180
H -2.0726 0.7239 -3.5870 -0.008 -0.017 0.053
H -3.8832 -0.2518 -5.0245 0.003 0.018 0.014
H -4.6729 -2.5894 -4.4835 0.017 0.011 0.025
H -3.6276 -3.7736 -2.5741 0.007 0.018 0.013
C -1.9147 3.5947 -1.0544 -0.086 -0.026 -0.209
Si -1.0366 2.6322 0.3268 0.080 0.110 0.077
C 0.7258 2.4731 -0.3091 0.109 -0.081 -0.042
C -0.8942 3.8817 1.7523 0.043 0.169 0.107
C -1.8088 1.0937 0.8803 0.261 -0.265 -0.053
Si -3.5893 0.8126 0.7278 -0.160 -0.180 0.151
C -4.4663 1.4663 -0.8241 0.033 0.017 -0.178
C -4.5338 1.6600 2.1488 -0.167 0.104 0.100
C -4.1267 -0.9961 0.8142 -0.013 -0.159 0.087
H -1.2827 4.4280 -1.3919 -0.059 -0.104 0.054
H -2.8718 4.0052 -0.7191 0.037 -0.003 -0.037
H -2.1113 2.9440 -1.9169 0.016 0.114 0.105
H 1.1540 3.4337 -0.6268 -0.035 -0.054 0.032
H 0.7528 1.7747 -1.1544 0.009 0.122 0.080
H 1.3566 2.0603 0.4888 -0.108 0.098 -0.091
H -0.4214 4.8243 1.4372 -0.055 -0.122 0.050
H -0.2890 3.4504 2.5605 -0.075 0.051 -0.082
H -1.8847 4.1129 2.1638 0.091 -0.013 -0.021
H -1.6186 1.0349 1.9614 0.011 -0.005 0.034
H -4.5673 2.5541 -0.8237 0.001 -0.015 -0.020
H -5.4726 1.0293 -0.8686 0.088 0.027 0.014
H -3.9371 1.1756 -1.7387 -0.081 0.034 0.077
H -4.2957 2.7309 2.1715 -0.040 -0.070 0.032
H -4.2306 1.2288 3.1113 -0.023 0.053 -0.096
H -5.6253 1.5496 2.0509 0.158 0.005 0.025
H -4.4049 -1.3725 -0.1778 0.035 -0.018 0.074
H -4.9861 -1.1354 1.4845 0.038 0.043 -0.095
H -3.2972 -1.6077 1.1795 -0.099 0.023 0.020
```
Positions in Å, forces in eV/Å.

Results of the Mulliken charge analysis, in e, for atoms 1 through 8: Ni 0.1545; O -0.8606; C 0.3337; C -0.2392; C -0.9454; C -0.3338; C -0.9223; C -0.6717

Entry 3:
Formula: C31H37O4Si
Source: OMol25
Level of theory: ωB97M-V/def2-TZVPD

Properties
* E_HOMO: -9.63 eV
* E: -48809.3196 eV
* LUMO energy: -4.857 eV
* energy relative to the best compared isomer or geometry (same formula, charge and spin): 0.0 kcal per mole
* net charge: +1
* 2S+1: 1

The geometry in XYZ format:
```
73
Properties=species:S:1:pos:R:3:forces:R:3
C 3.6153 -2.0544 -1.7130 0.087 -0.080 -0.115
Si 2.1687 -2.2215 -2.8835 -0.296 0.120 1.133
C 2.0662 -0.7280 -3.9825 -0.020 0.050 -0.293
C 2.1837 -3.8871 -3.6960 -0.004 -0.101 -0.247
O 0.8904 -2.1554 -1.7187 0.778 -0.048 -0.866
C -0.3871 -2.2061 -2.0652 -1.841 0.335 2.254
C -1.3875 -2.1285 -1.1322 2.471 -0.012 -0.795
C -2.7792 -2.2948 -1.5333 -1.436 0.065 -0.427
C -2.8927 -2.9055 -2.9434 -0.489 -0.062 0.600
C -1.9787 -2.1727 -3.8710 1.237 -0.288 0.689
O -0.5974 -2.3319 -3.3743 -0.308 0.081 -1.386
H 4.5625 -2.0508 -2.2685 -0.110 0.012 0.206
H 3.5398 -1.1268 -1.1308 0.041 -0.164 -0.136
H 3.6214 -2.8993 -1.0107 0.062 0.192 -0.151
H 2.9224 -0.7299 -4.6711 -0.169 0.103 0.087
H 1.1436 -0.7025 -4.5740 0.226 -0.039 0.091
H 2.1130 0.1899 -3.3806 0.029 -0.201 -0.102
H 3.0411 -3.9501 -4.3789 -0.148 -0.073 0.082
H 2.2935 -4.6769 -2.9411 0.000 0.192 -0.125
H 1.2689 -4.0847 -4.2651 0.190 0.067 0.070
H -1.0881 -1.9953 -0.0941 -0.082 -0.114 -0.294
H -3.3065 -2.9296 -0.8105 -0.114 0.144 -0.142
H -3.2871 -1.3163 -1.5656 -0.217 -0.189 0.187
H -2.6416 -3.9704 -2.8977 0.039 0.130 -0.169
H -3.9119 -2.8052 -3.3216 -0.045 -0.123 0.073
H -1.9533 -2.5935 -4.8717 0.001 0.122 -0.051
H -2.2132 -1.1041 -3.8911 0.100 -0.049 -0.091
C 0.1205 7.4678 -1.3850 -0.090 -0.237 -0.037
O -0.4922 6.2428 -1.8312 0.145 -0.741 0.780
C -0.3899 5.1300 -1.0560 0.111 0.368 0.016
C -1.0766 3.9819 -1.5184 0.160 0.260 0.257
C -1.0714 2.8242 -0.7668 0.002 0.162 -0.039
C -0.2738 2.7165 0.3952 0.116 -0.027 0.068
C -0.2508 1.4933 1.1973 0.542 -0.039 -0.001
C -1.4335 0.7456 1.3866 -0.089 -0.181 -0.068
C -1.4997 -0.4650 2.0511 -0.016 0.575 -0.116
C -2.7192 -1.1602 2.3693 -0.815 -0.396 0.169
C -2.6863 -2.3246 3.1832 0.056 0.402 -0.388
C -3.8535 -3.0138 3.4933 -0.161 0.109 -0.020
C -5.0945 -2.5585 3.0153 0.611 0.207 -0.131
C -5.1448 -1.4066 2.2152 0.254 0.073 0.028
C -3.9784 -0.7081 1.9033 -0.048 -0.321 0.203
C 1.0167 1.0839 1.8066 0.148 0.110 0.163
C 2.2099 1.1087 1.0399 -0.113 0.097 -0.052
C 3.4036 0.6643 1.5610 0.075 -0.077 0.649
C 3.4809 0.3068 2.9315 0.144 -0.082 0.137
O 4.7050 -0.0925 3.3674 -0.926 0.371 -0.094
C 4.8972 -0.4113 4.7564 -0.097 0.074 -0.249
C 2.3241 0.3767 3.7449 0.631 -0.304 -0.158
C 1.1085 0.6756 3.1540 -0.216 0.156 -0.083
C 0.4670 3.8547 0.7990 -0.053 -0.235 0.183
C 0.3507 5.0709 0.1493 -0.157 0.062 -0.607
H -0.0947 8.1637 -2.1949 0.137 0.042 0.232
H -0.3309 7.8193 -0.4455 0.067 -0.126 -0.281
H 1.2058 7.3515 -1.2539 -0.289 -0.007 -0.116
H -1.6119 4.0579 -2.4596 0.001 -0.053 0.169
H -1.6480 1.9631 -1.0984 0.145 0.126 -0.023
H -2.3380 1.1856 0.9617 0.242 -0.176 0.291
H -0.5804 -0.9323 2.4058 -0.154 0.099 -0.210
H -1.7174 -2.6541 3.5635 -0.301 -0.053 -0.094
H -3.8030 -3.9096 4.1145 -0.027 0.295 -0.183
H -6.0099 -3.0962 3.2642 0.275 0.151 -0.086
H -6.1000 -1.0456 1.8345 0.242 -0.111 0.131
H -4.0350 0.1968 1.2978 -0.102 -0.341 0.140
H 2.1768 1.4389 0.0014 -0.078 -0.120 0.232
H 4.3139 0.6030 0.9642 -0.289 0.058 0.134
H 5.9499 -0.6854 4.8041 -0.166 -0.006 0.212
H 4.6991 0.4589 5.3980 0.065 -0.187 -0.206
H 4.2651 -1.2552 5.0649 0.160 0.173 -0.125
H 2.3886 0.1758 4.8194 -0.101 -0.014 -0.530
H 0.2004 0.6326 3.7577 0.310 0.268 -0.068
H 1.1033 3.7943 1.6824 -0.238 -0.032 -0.152
H 0.8408 5.9649 0.5419 -0.096 -0.441 -0.157
```
Positions in Å, forces in eV/Å.

Results of the Mulliken charge analysis, in e, for atoms 1 through 8: C -0.8253; Si 0.5245; C -0.9702; C -1.0024; O -0.5350; C 0.4744; C -0.1979; C -0.4918

Which value of net charge does entry 3 give?
+1

What is the formula in the first record?
C31H37NNiO2PSSi2